No. 1
ORCA calculation (wB97M-V/def2-TZVPD) on C24H19LiN4O7 as an isolated structure.

Energy above the lowest of the compared OMol25 structures with the same formula, charge and spin, kcal/mol: 9.98
Frontier orbital gap, eV: 7.491
HOMO energy, eV: -2.84
E_tot, eV: -45700.3354

```
! wB97M-V def2-TZVPD RIJCOSX def2/J DEFGRID3
* xyz -2 1
Li 0.81179 0.25691 0.27324
O -3.81005 -1.42231 0.93598
C -3.00888 -0.84157 0.19162
N -1.89121 -1.32542 -0.32564
C -1.55281 -2.44095 -0.92772
O -2.25121 -3.16962 -1.65404
C -0.12249 -2.89048 -0.65836
C 0.15290 -4.25230 -0.77989
C 1.42659 -4.71336 -0.50328
C 2.40112 -3.79860 -0.13268
C 2.04688 -2.46008 -0.04830
N 0.81548 -2.01376 -0.29614
C -3.28276 0.61486 -0.15838
C -4.16182 1.35022 0.63419
C -4.42384 2.66522 0.29957
C -3.80712 3.20563 -0.81942
C -2.95817 2.39012 -1.55278
N -2.70454 1.12670 -1.24100
H -0.64712 -4.90904 -1.09129
H 1.65956 -5.77027 -0.57667
H 3.41359 -4.11393 0.08485
H 2.76525 -1.69708 0.23650
H -4.60581 0.87018 1.49493
H -5.09056 3.27026 0.90374
H -3.96617 4.23728 -1.10860
H -2.44186 2.77270 -2.42912
C 1.56732 1.71345 4.04079
C 1.60850 0.55803 3.04529
C 1.81606 -0.77108 3.76689
O 0.37824 0.42932 2.32970
C 2.82528 0.72035 2.06000
O 3.89552 1.12206 2.54920
O 2.60686 0.35159 0.87348
H 0.93227 1.47542 4.89983
H 1.18227 2.61403 3.56124
H 2.58304 1.91049 4.37893
H 1.03558 -0.92252 4.51702
H 2.79645 -0.78366 4.24455
H 1.75774 -1.58092 3.03648
H -0.00621 1.31969 2.18065
O 2.08060 2.23149 -2.15204
C 1.61770 2.78235 -1.17064
N 0.71121 2.27170 -0.28295
C 0.38536 3.21007 0.62373
O -0.38965 3.08974 1.57823
C 1.13468 4.48884 0.32574
C 1.14026 5.72218 0.93802
C 1.97868 6.70483 0.41087
C 2.77926 6.43516 -0.69181
C 2.76045 5.18062 -1.30301
C 1.92704 4.21907 -0.77704
H 0.51567 5.91340 1.80257
H 2.01124 7.68635 0.87045
H 3.43090 7.21022 -1.08011
H 3.39061 4.96739 -2.15815
*
```

---

No. 2
ORCA calculation (wB97M-V/def2-TZVPD) on an isolated ion of composition C24H19N2O5S2 and charge -1 in a non-equilibrium geometry.

Energy above the lowest of the compared OMol25 structures with the same formula, charge and spin, kcal/mol: 47.30
Frontier orbital gap, eV: 5.879
HOMO energy, eV: -3.39
E_tot, eV: -60080.0552

```
! wB97M-V def2-TZVPD RIJCOSX def2/J DEFGRID3
* xyz -1 1
C -5.37708 0.46629 2.66253
O -4.77270 -0.81969 2.40941
C -3.47350 -0.88132 1.98914
C -2.92154 -2.18692 1.94174
C -1.60545 -2.33902 1.58008
C -0.75399 -1.23434 1.54374
C 0.71052 -1.51313 1.46290
C 1.40869 -0.73090 2.59992
C 2.68816 -1.04994 3.06077
N 3.76171 -1.30617 3.44089
C 0.65893 -0.11622 3.60524
N 0.03464 0.52125 4.37566
C -1.27433 0.05313 1.59783
C -2.62305 0.24428 1.86179
H -6.39411 0.24865 3.01188
H -4.81633 1.04823 3.41651
H -5.37489 1.08401 1.75026
H -3.54991 -3.06069 2.12809
H -1.15554 -3.32411 1.43646
H 0.99658 -2.54990 1.65633
H -0.68125 0.95334 1.50967
H -3.05803 1.24928 1.94962
C 5.51979 2.58564 -1.57506
C 5.78377 1.23912 -1.26294
C 4.71874 0.36181 -1.12529
C 3.41427 0.84565 -1.32104
S 2.20147 0.01532 -0.21170
C 1.13299 -1.44038 -0.03423
S 0.17919 -1.90950 -1.67344
C -1.03366 -0.64853 -2.22964
C -2.18341 -0.44982 -1.48244
C -3.08164 0.54568 -1.85670
C -2.89152 1.26050 -3.04386
C -1.78157 0.96893 -3.83169
C -0.84989 0.02141 -3.43048
O 1.00163 -2.07961 -2.86370
O -0.57562 -2.99200 -1.06007
O 3.11046 -0.25204 0.91089
O 1.11284 0.98166 -0.12855
C 3.13822 2.20083 -1.55304
C 4.21243 3.06770 -1.73718
H 6.34745 3.29015 -1.68235
H 6.80742 0.87987 -1.12428
H 4.85519 -0.69561 -0.91681
H 1.79009 -2.31831 -0.15754
H -2.33198 -1.06415 -0.60278
H -3.92043 0.77921 -1.20660
H -3.56454 2.08434 -3.30501
H -1.62594 1.51310 -4.75468
H 0.00117 -0.19411 -4.06256
H 2.11041 2.54880 -1.63649
H 3.97515 4.09819 -2.03121
*
```

---

No. 3
ORCA calculation (wB97M-V/def2-TZVPD) on C24H19N2O7S8Ti as an isolated structure in a non-equilibrium geometry.

Energy above the lowest of the compared OMol25 structures with the same formula, charge and spin, kcal/mol: 47.77
Frontier orbital gap (alpha / beta), eV: 5.337 / 5.494
HOMO energy (alpha / beta), eV: -1.51 / -1.66
E_tot, eV: -152312.7691

```
! wB97M-V def2-TZVPD RIJCOSX def2/J DEFGRID3
* xyz -2 2
Ti 0.48460 0.32507 1.37686
O -1.91555 -0.15404 8.36875
C -1.88889 0.03506 7.16691
S -3.01053 -0.70988 6.03574
C -2.37577 0.01138 4.54760
C -1.28182 0.78765 4.67126
S -0.22454 1.73851 3.63483
S -0.67377 0.95852 6.31386
S -3.46978 -0.44951 3.23300
O 3.65386 0.45339 3.56075
S 2.98679 0.08685 2.33561
O 3.83453 -0.53258 1.32646
O 2.24309 1.31276 1.72215
O 1.73888 -0.77389 2.58333
C -2.99847 -1.92178 0.97420
C -2.48508 -0.60108 1.53202
O -1.19557 -0.59123 1.74641
N -2.93006 0.48672 0.67660
C -2.62328 1.82434 1.15974
C -1.57083 2.52108 0.34378
C -1.86976 3.71034 -0.31823
C -0.93668 4.29283 -1.14298
C 0.27444 3.65840 -1.30730
C 0.51657 2.49018 -0.60032
N -0.37107 1.94932 0.22936
H -2.57088 -2.72958 1.56183
H -2.67778 -2.02043 -0.06741
H -4.09034 -1.99496 1.01956
H -3.91892 0.39205 0.48883
H -2.29121 1.79197 2.20486
H -3.53001 2.43467 1.12538
H -2.85363 4.14021 -0.18082
H -1.15885 5.21701 -1.66277
H 1.05096 4.03231 -1.96030
H 1.46232 1.97204 -0.68970
O 0.98085 -0.46349 -0.27512
C 1.32373 -1.01234 -1.48300
C 0.03283 -1.39380 -2.23944
C -1.19780 -0.84378 -2.06193
C -2.17248 -1.39384 -2.94702
C -1.64907 -2.34870 -3.76810
S 0.00926 -2.59552 -3.46041
C 2.09311 -0.00644 -2.34751
C 1.70379 0.60666 -3.51072
C 2.64006 1.56443 -3.97673
C 3.72512 1.65687 -3.14832
S 3.60555 0.60794 -1.82260
C 2.15520 -2.27413 -1.28261
C 3.13246 -2.82345 -2.06306
C 3.57482 -4.08173 -1.56867
C 2.90553 -4.44432 -0.43514
S 1.77601 -3.27014 0.04871
H -1.41278 -0.10604 -1.30056
H -3.21475 -1.10507 -2.94994
H -2.16744 -2.93481 -4.51056
H 0.76890 0.38499 -4.00525
H 2.51378 2.16087 -4.87053
H 4.58361 2.30230 -3.24577
H 3.52807 -2.33428 -2.94291
H 4.36335 -4.67427 -2.01347
H 3.06531 -5.32163 0.17083
*
```

---

No. 4
ORCA calculation (wB97M-V/def2-TZVPD) on C24H19N9O6Ta as an isolated structure.

Energy above the lowest of the compared OMol25 structures with the same formula, charge and spin, kcal/mol: 0.00
Frontier orbital gap, eV: 7.315
HOMO energy, eV: -18.15
E_tot, eV: -52425.1664

```
! wB97M-V def2-TZVPD RIJCOSX def2/J DEFGRID3
* xyz 3 1
Ta 0.25967 0.33400 -0.04640
O -2.29751 3.06082 1.37410
C -1.86558 1.96520 1.21488
N -1.41710 1.44295 -0.04030
C -2.11130 1.92040 -1.18888
O -3.21897 2.35088 -1.18426
C -1.25226 1.74972 -2.39358
C -1.64440 2.20510 -3.63012
C -0.75681 2.06781 -4.69416
C 0.47585 1.48010 -4.45090
C 0.78222 1.02285 -3.18191
N -0.07172 1.14116 -2.14514
C -1.63530 0.95767 2.29018
C -2.26928 0.99895 3.51193
C -2.05829 -0.05755 4.39128
C -1.21436 -1.09305 4.00532
C -0.58260 -1.03189 2.77787
N -0.78298 -0.01672 1.92067
H -2.61857 2.66414 -3.73555
H -1.02070 2.41621 -5.68393
H 1.20744 1.36317 -5.23820
H 1.73549 0.55030 -2.99188
H -2.92395 1.82904 3.74276
H -2.55156 -0.07920 5.35433
H -1.03898 -1.94227 4.65113
H 0.09313 -1.81826 2.46756
N 2.87994 3.32649 1.46106
C 2.05594 4.22129 0.80748
C 1.08227 3.48741 0.21882
N 1.31669 2.14414 0.48498
C 2.41768 2.09936 1.25242
C 2.81029 0.77866 1.69707
N 1.97061 -0.20711 1.38999
C 2.59168 -1.37559 1.76799
C 3.79381 -1.07408 2.32918
N 3.91820 0.29008 2.26593
H 3.68577 3.58716 2.01493
H 2.23693 5.28225 0.83147
H 0.24101 3.82067 -0.36382
H 2.15816 -2.34957 1.61792
H 4.55668 -1.69973 2.75985
H 4.72799 0.81023 2.57630
C -3.04945 -1.83461 0.33140
C -1.82470 -2.27118 -0.37887
N -0.66570 -1.59730 -0.52876
C 0.15460 -2.40811 -1.30531
C -0.49764 -3.55031 -1.62899
N -1.72430 -3.43581 -1.02515
C -0.21243 -4.79263 -2.43856
O 0.92576 -4.85190 -3.09362
O -1.08148 -5.60959 -2.49087
C 1.46735 -1.85816 -1.65584
O 2.32637 -2.37051 -2.30227
O 1.55255 -0.61650 -1.11273
H -2.99103 -0.78130 0.58840
H -3.19750 -2.42213 1.23975
H -3.92163 -1.98402 -0.30598
H -2.43187 -4.16304 -1.11683
H 1.50587 -4.07609 -2.98416
*
```

---

No. 5
ORCA calculation (wB97M-V/def2-TZVPD) on C24H20Cl2MnN6O2S as an isolated structure.

Energy above the lowest of the compared OMol25 structures with the same formula, charge and spin, kcal/mol: 15.44
Frontier orbital gap (alpha / beta), eV: 7.245 / 7.142
HOMO energy (alpha / beta), eV: -7.38 / -7.38
E_tot, eV: -105451.2562

```
! wB97M-V def2-TZVPD RIJCOSX def2/J DEFGRID3
* xyz 0 6
Mn -0.72967 1.74627 0.33680
N 2.37414 3.52831 -1.92221
C 1.74521 2.99236 -0.85755
S 0.58582 3.94993 -0.01591
N 2.16716 1.75971 -0.53184
N 1.44149 1.27492 0.47136
C 1.76763 0.24041 1.16866
C 2.97156 -0.59010 0.94660
C 2.84724 -1.97056 0.80079
C 3.96408 -2.75977 0.57367
C 5.21988 -2.17460 0.49534
C 5.35104 -0.80037 0.63603
C 4.23396 -0.00857 0.85419
C 0.85181 -0.01626 2.30392
C 1.17524 -0.89655 3.33702
C 0.31457 -1.02374 4.41241
C -0.85078 -0.27307 4.44866
C -1.10431 0.57768 3.38686
N -0.28813 0.70283 2.34552
H 1.99534 4.36629 -2.32435
H 2.91763 2.90433 -2.49603
H 1.86268 -2.42310 0.85242
H 3.85443 -3.83023 0.45395
H 6.09458 -2.78825 0.32251
H 6.32862 -0.34057 0.57038
H 4.33098 1.06389 0.94512
H 2.09973 -1.45415 3.30163
H 0.56100 -1.69641 5.22404
H -1.54463 -0.33658 5.27466
H -2.00376 1.18270 3.35577
Cl -6.15403 1.93497 -4.73419
C -4.68542 1.90509 -3.80530
C -3.46698 1.67395 -4.46960
C -2.30095 1.65236 -3.76584
Cl -0.80264 1.36250 -4.58747
C -2.23415 1.86104 -2.34137
O -1.11415 1.85564 -1.75994
C -3.50139 2.06626 -1.70429
C -3.66025 2.25323 -0.29719
O -2.81316 2.22468 0.60475
C -4.69921 2.09663 -2.45908
H -3.45746 1.51449 -5.53915
H -4.70070 2.44404 0.01337
H -5.63604 2.27067 -1.94401
C -1.10471 -4.00652 0.57387
N -1.02083 -2.67937 -0.00426
C -0.43448 -2.34185 -1.20129
C -0.54936 -0.98998 -1.31299
N -1.19325 -0.49293 -0.20261
C -1.45072 -1.53286 0.55955
H -0.93405 -4.74237 -0.20764
H -2.09579 -4.16986 0.99241
H -0.35614 -4.13856 1.35519
H -0.00209 -3.08463 -1.84841
H -0.22126 -0.33572 -2.10302
H -1.94533 -1.50769 1.51810
*
```

---

No. 6
ORCA calculation (wB97M-V/def2-TZVPD) on C24H20ClFO4S2 in the gas phase in a non-equilibrium geometry.

SMILES: O=S(=O)(c1ccccc1)C(F)([C@@]1(c2ccc(Cl)cc2)C=CCC1)S(=O)(=O)c1ccccc1
Frontier orbital gap, eV: 8.979
HOMO energy, eV: -9.05
E_tot, eV: -70309.4245

```
! wB97M-V def2-TZVPD RIJCOSX def2/J DEFGRID3
* xyz 0 1
O 3.43739 2.49333 0.20208
S 3.21853 1.04541 0.44755
O 3.67234 0.46685 1.70293
C 4.31039 0.40840 -0.82440
C 4.69614 1.24944 -1.88314
C 5.63187 0.81973 -2.81275
C 6.19814 -0.46313 -2.72785
C 5.80697 -1.28391 -1.67645
C 4.88577 -0.84417 -0.71428
C 1.30810 0.83223 0.39298
F 1.13688 -0.45196 0.87269
C 0.50368 1.85782 1.47015
C -0.92959 1.50551 1.28739
C -1.54060 0.47665 2.04834
C -2.91497 0.21404 1.95585
C -3.71861 1.02502 1.13126
Cl -5.38057 0.61967 0.91465
C -3.18549 2.10519 0.43566
C -1.78850 2.33766 0.48211
C 1.15244 1.59311 2.74771
C 2.09850 2.52063 3.07213
C 2.05349 3.70066 2.11047
C 0.95655 3.32610 1.11691
S 0.81207 0.80322 -1.41418
O 0.16281 2.08380 -1.66118
O 1.98351 0.39748 -2.20439
C -0.28586 -0.57276 -1.64151
C 0.10304 -1.71254 -2.36245
C -0.84713 -2.72041 -2.59822
C -2.16700 -2.59650 -2.14581
C -2.54497 -1.41625 -1.48758
C -1.61024 -0.40375 -1.27929
H 4.25602 2.23516 -1.96437
H 5.89014 1.48525 -3.62546
H 6.88056 -0.79109 -3.51950
H 6.21016 -2.28380 -1.62475
H 4.61864 -1.49916 0.10149
H -0.95890 -0.09411 2.74763
H -3.36506 -0.62781 2.50222
H -3.85770 2.76010 -0.22252
H -1.37197 3.16470 -0.07068
H 0.87537 0.74794 3.38529
H 2.78892 2.44516 3.91463
H 3.01134 3.86586 1.64619
H 1.78602 4.59402 2.68313
H 1.19894 3.45905 0.05063
H 0.07551 4.01566 1.36900
H 1.12781 -1.85165 -2.68734
H -0.53852 -3.62060 -3.15202
H -2.94304 -3.34764 -2.36327
H -3.57711 -1.26304 -1.14120
H -1.87772 0.51281 -0.76675
*
```

---

The highest E_tot belongs to which entry?
C24H19LiN4O7

---

Please write out number 2 again, unchanged.
ORCA calculation (wB97M-V/def2-TZVPD) on an isolated ion of composition C24H19N2O5S2 and charge -1 in a non-equilibrium geometry.

Energy above the lowest of the compared OMol25 structures with the same formula, charge and spin, kcal/mol: 47.30
Frontier orbital gap, eV: 5.879
HOMO energy, eV: -3.39
E_tot, eV: -60080.0552

```
! wB97M-V def2-TZVPD RIJCOSX def2/J DEFGRID3
* xyz -1 1
C -5.37708 0.46629 2.66253
O -4.77270 -0.81969 2.40941
C -3.47350 -0.88132 1.98914
C -2.92154 -2.18692 1.94174
C -1.60545 -2.33902 1.58008
C -0.75399 -1.23434 1.54374
C 0.71052 -1.51313 1.46290
C 1.40869 -0.73090 2.59992
C 2.68816 -1.04994 3.06077
N 3.76171 -1.30617 3.44089
C 0.65893 -0.11622 3.60524
N 0.03464 0.52125 4.37566
C -1.27433 0.05313 1.59783
C -2.62305 0.24428 1.86179
H -6.39411 0.24865 3.01188
H -4.81633 1.04823 3.41651
H -5.37489 1.08401 1.75026
H -3.54991 -3.06069 2.12809
H -1.15554 -3.32411 1.43646
H 0.99658 -2.54990 1.65633
H -0.68125 0.95334 1.50967
H -3.05803 1.24928 1.94962
C 5.51979 2.58564 -1.57506
C 5.78377 1.23912 -1.26294
C 4.71874 0.36181 -1.12529
C 3.41427 0.84565 -1.32104
S 2.20147 0.01532 -0.21170
C 1.13299 -1.44038 -0.03423
S 0.17919 -1.90950 -1.67344
C -1.03366 -0.64853 -2.22964
C -2.18341 -0.44982 -1.48244
C -3.08164 0.54568 -1.85670
C -2.89152 1.26050 -3.04386
C -1.78157 0.96893 -3.83169
C -0.84989 0.02141 -3.43048
O 1.00163 -2.07961 -2.86370
O -0.57562 -2.99200 -1.06007
O 3.11046 -0.25204 0.91089
O 1.11284 0.98166 -0.12855
C 3.13822 2.20083 -1.55304
C 4.21243 3.06770 -1.73718
H 6.34745 3.29015 -1.68235
H 6.80742 0.87987 -1.12428
H 4.85519 -0.69561 -0.91681
H 1.79009 -2.31831 -0.15754
H -2.33198 -1.06415 -0.60278
H -3.92043 0.77921 -1.20660
H -3.56454 2.08434 -3.30501
H -1.62594 1.51310 -4.75468
H 0.00117 -0.19411 -4.06256
H 2.11041 2.54880 -1.63649
H 3.97515 4.09819 -2.03121
*
```